ORCA calculation (the ωB97M-V functional and the def2-TZVPD basis) on a 13-piece molecular cluster, C75H154N7O14 overall at a distorted geometry.

The geometry in XYZ format:
```
250
Properties=species:S:1:pos:R:3:forces:R:3:mulliken_charge:R:1
O 16.820995 25.519925 18.887270 -1.823 2.526 -0.629 -0.643
O 19.824105 16.934395 14.010090 -0.178 -0.270 0.639 -0.756
O 14.309325 21.168335 13.431180 -1.384 -1.408 1.515 -0.168
O 21.102955 26.112805 11.719830 -0.504 1.661 -0.592 -0.403
O 22.494565 19.373365 20.862950 -0.209 -0.706 0.094 -0.713
O 18.878465 27.745035 14.746770 -6.765 -2.033 -1.693 -0.270
O 18.288115 23.971415 18.411630 0.566 -0.693 -0.053 0.299
O 15.847675 17.697885 18.048970 6.186 3.584 4.511 -0.320
O 28.315345 22.217265 16.455050 -0.715 -0.323 -0.036 -0.632
O 23.696845 21.240355 20.624080 -0.167 -0.705 -0.592 -0.687
O 19.214655 17.477345 16.110960 -1.722 -0.279 0.434 -0.118
O 28.732005 23.009325 18.445280 0.316 -0.175 0.244 -0.585
O 15.157375 22.706705 12.166930 0.075 1.060 -0.858 -0.707
O 21.635435 24.252895 12.724360 0.211 -1.620 0.811 -0.569
N 16.855715 18.350505 18.760910 -4.764 -2.100 -3.085 1.039
N 11.510135 20.829565 16.591560 -0.667 1.095 0.082 0.345
N 22.269645 26.124285 17.913070 -0.798 0.600 0.195 0.652
N 15.822165 14.529675 14.702960 -1.044 -0.261 0.597 0.533
N 19.080525 20.823705 12.996730 -3.153 0.145 0.021 0.743
N 20.407855 29.747745 9.816960 2.166 -0.454 1.226 0.239
N 17.551665 27.365215 14.532530 6.596 1.593 3.236 1.300
C 15.040115 15.776025 15.225630 0.860 -0.310 -0.938 -1.652
C 23.051165 20.248895 20.175100 -0.404 2.033 0.573 0.380
C 13.880045 23.792305 17.733820 -0.183 0.302 -0.365 -1.305
C 14.385425 21.746645 12.333460 1.697 -0.445 -0.369 0.357
C 20.216025 20.942335 15.253220 0.810 1.111 -0.215 0.408
C 17.299485 14.486725 15.199310 -1.257 0.229 -1.807 -0.883
C 21.769215 24.331715 10.328660 0.314 0.056 -0.408 -0.848
C 20.287945 30.844745 8.724220 -1.835 -0.771 1.818 -0.978
C 17.676885 16.135815 19.672240 -1.025 0.768 -0.330 -1.675
C 17.115835 19.861525 18.379960 1.354 -0.335 0.692 2.853
C 13.728705 21.123165 11.083000 -0.282 1.112 -0.134 -1.299
C 19.079915 28.975165 10.066580 0.361 -1.467 -1.993 -0.823
C 21.607485 28.801545 9.516970 -0.282 -1.018 -1.959 -0.693
C 23.521895 25.992085 16.984710 -0.724 -1.672 0.839 -0.380
C 20.882045 30.295805 11.257690 -1.695 -0.084 -0.455 -0.320
C 19.675365 21.755655 14.063740 -1.230 -2.095 0.058 0.060
C 21.253065 27.813865 8.319590 -0.280 0.109 0.898 -0.740
C 16.862385 19.992325 16.930990 -0.589 -0.569 -1.456 -0.307
C 17.329455 25.887645 14.353030 -0.585 -0.083 -3.243 2.103
C 24.704015 24.643255 15.069000 0.332 1.285 0.400 -1.831
C 14.876025 26.402215 14.874450 0.823 -0.209 -0.837 0.219
C 16.582005 28.325965 15.164760 -1.222 0.109 -0.272 1.571
C 21.488875 17.358745 15.749240 0.219 -0.595 -0.861 -1.289
C 19.947175 27.057435 8.585470 -1.137 0.890 -0.244 -0.102
C 19.041995 19.742445 20.121900 -0.604 0.397 -0.574 -0.653
C 14.432175 11.876235 17.156960 -0.532 -0.285 1.243 -1.553
C 18.021305 21.032895 10.638370 0.063 -0.628 0.364 -0.583
C 12.293655 18.452125 16.120180 -0.434 1.028 3.401 -1.041
C 17.351125 24.054145 20.534200 0.055 -1.288 3.680 -1.684
C 18.182215 25.412945 13.133190 0.250 0.200 0.078 -1.569
C 19.069035 20.009695 10.147460 0.166 0.313 -0.252 -1.108
C 16.174785 15.799095 12.416630 1.136 1.027 0.983 -0.926
C 15.320655 13.033585 16.738390 -0.363 -0.778 -0.995 0.184
C 18.401965 21.748115 11.952680 2.052 -0.161 -1.304 0.785
C 15.496365 17.042515 13.068300 -0.824 -0.615 -0.500 -1.014
C 15.107385 13.264725 15.237690 0.932 0.762 -0.602 -0.964
C 12.111305 18.695955 14.696300 0.676 -0.324 -1.506 0.688
C 26.460105 22.727455 18.006290 -1.058 -0.587 -1.898 -0.655
C 15.705915 14.542865 13.129220 -0.618 0.253 0.469 -0.656
C 12.693355 19.801725 16.841640 -1.607 -0.751 -1.742 -0.206
C 22.759395 20.218545 18.666830 0.009 -0.612 0.136 0.991
C 18.732825 28.048965 8.842590 1.589 -0.081 0.045 -1.069
C 16.221645 20.750265 19.241060 -0.584 -0.643 0.829 -1.600
C 15.621285 17.020725 14.566390 0.430 0.305 1.386 2.653
C 21.507195 24.933085 11.706100 0.110 0.732 -0.197 0.406
C 15.839985 25.641915 13.913380 -0.121 0.918 1.704 -1.399
C 11.952855 22.145835 17.253420 1.787 -0.380 0.131 -1.136
C 17.494405 24.558245 19.205700 1.335 -0.648 -2.713 0.496
C 20.049125 17.180955 15.227990 0.962 1.518 -0.489 0.587
C 10.995565 19.683215 14.390560 -0.289 0.056 -0.123 -1.285
C 16.644165 17.931015 21.217820 -0.568 -0.480 0.368 -1.774
C 22.514415 24.029245 19.395220 -0.616 0.925 -0.630 0.260
C 20.156795 19.941325 12.395060 0.854 1.132 1.306 -0.464
C 20.236415 31.851625 13.251420 0.139 -0.100 -0.627 -1.428
C 18.925915 18.231635 20.127330 1.905 1.870 0.234 -1.630
C 19.728945 19.159105 11.235660 -1.237 -0.752 -1.745 -0.157
C 13.242655 22.910055 16.697540 -1.541 -1.027 -0.671 0.476
C 10.197605 20.417735 17.293360 1.244 -0.628 -0.515 -0.950
C 15.148535 27.876515 14.722130 0.128 0.727 -0.443 -1.621
C 22.731885 24.977565 20.583190 0.948 0.347 0.584 -1.045
C 22.619355 27.038585 19.097190 0.399 -0.917 0.304 -0.529
C 21.657315 24.798055 18.415780 -0.180 -0.436 0.049 -0.426
C 11.125475 21.026925 15.078130 1.723 -0.102 0.962 -0.200
C 21.146325 26.795215 17.196990 1.082 0.572 -1.271 -1.397
C 16.653235 28.306445 16.729820 -0.064 -0.248 0.132 -1.474
C 23.450655 26.292615 20.159700 -0.297 -1.300 -0.347 -0.710
C 17.879715 19.944975 13.517200 1.879 -0.381 -0.362 0.028
C 20.481985 22.000485 16.297390 -0.447 0.466 0.252 -0.542
C 19.915495 31.330435 11.806910 0.246 0.653 0.818 -0.119
C 17.543695 17.674795 19.987460 -0.083 -1.013 -1.029 1.798
C 27.928565 22.587715 17.579660 0.107 1.366 0.655 0.521
C 18.597035 20.263045 18.722910 0.073 -0.647 1.698 0.067
C 23.360495 25.009885 15.769990 0.571 0.208 -0.699 1.213
C 16.979955 29.757875 14.714620 -0.104 -0.031 -0.101 -1.901
C 17.752285 25.172765 15.576830 1.184 -0.213 2.526 -0.276
H 12.919285 23.531255 15.862290 -0.271 0.169 -0.001 0.395
H 20.968535 26.216265 16.290730 -0.558 -0.078 0.223 0.240
H 14.759335 10.882865 16.849920 0.252 0.200 -0.280 0.364
H 11.960855 21.616885 14.701040 0.099 -0.207 -0.353 0.129
H 13.988535 22.293285 16.196190 -0.080 -0.582 0.321 -0.017
H 12.147465 21.718565 18.237120 0.327 0.654 0.398 0.449
H 16.004405 27.668245 17.329680 0.040 -1.018 -0.807 0.353
H 21.244375 32.255715 13.345340 0.004 0.185 -0.276 0.435
H 17.952575 30.082295 15.084550 0.005 -0.412 0.184 0.375
H 24.400975 25.898985 19.799070 0.243 0.614 -0.528 0.324
H 18.063595 23.272925 20.799090 0.005 -0.167 -0.203 0.160
H 17.653475 13.478015 14.986520 -0.025 0.028 0.092 0.329
H 15.204225 20.409345 19.432690 -0.289 -0.319 -0.729 0.153
H 21.091505 22.735205 15.771280 0.310 0.293 0.473 0.842
H 14.227575 20.223135 10.723610 0.043 -0.099 0.355 0.162
H 17.497055 19.425455 12.638700 0.055 0.168 0.101 0.555
H 11.150795 22.871045 17.390770 -0.310 -0.326 -0.495 0.504
H 17.489215 24.828245 21.289050 0.054 0.308 -0.119 0.416
H 14.647725 24.340135 17.187340 0.345 -0.004 0.570 -0.186
H 21.811335 19.701265 18.519480 -0.147 -0.141 -0.073 -0.888
H 23.824585 27.008145 16.731530 -0.220 -0.079 -0.239 0.394
H 16.643895 17.190505 14.903360 0.349 -0.204 0.034 -0.470
H 14.050895 13.314495 14.974170 -0.060 0.405 0.177 0.414
H 17.838965 27.444775 8.997700 -0.035 0.211 0.560 0.547
H 16.126245 13.633415 12.699880 0.225 -0.021 0.453 0.516
H 20.053895 20.090105 20.329970 0.427 -0.546 -0.356 0.204
H 21.640015 27.364425 19.447650 0.087 -0.185 0.497 0.408
H 21.608575 18.245745 16.371340 -0.296 -0.188 0.162 0.023
H 19.519825 32.648595 13.450010 0.132 0.033 0.145 0.419
H 20.270695 27.021735 17.805320 0.132 -0.645 0.084 0.555
H 21.972715 28.263215 10.391560 -1.141 -0.441 0.276 0.400
H 16.608315 20.750475 20.260170 0.359 0.727 -0.182 0.465
H 19.253655 25.291305 13.292350 0.015 0.163 0.473 0.359
H 20.000865 26.342165 9.406210 0.268 0.274 0.242 -0.290
H 19.338405 31.250445 9.073350 0.142 0.925 -0.328 0.460
H 21.556645 27.742085 16.846030 -0.080 0.216 -0.022 0.444
H 15.739825 18.027605 12.670260 0.535 -0.246 -0.121 0.176
H 20.883945 23.730285 10.122050 0.207 -0.429 -0.280 0.030
H 16.268995 30.487365 15.102550 -0.232 -0.234 -0.002 0.471
H 20.401555 22.404745 13.574430 0.187 -0.017 0.032 0.139
H 24.707165 23.882625 14.288270 -0.697 -0.413 0.537 0.303
H 22.219105 17.426815 14.942870 -0.030 -0.141 -0.111 0.377
H 18.000455 25.814115 16.422510 -0.753 0.330 0.188 -0.246
H 19.869545 20.494355 9.588530 0.095 0.482 0.156 0.340
H 19.269195 28.239645 10.848420 0.169 0.547 0.552 0.455
H 13.372175 11.948395 16.913460 0.029 0.323 -0.308 0.366
H 21.080415 31.592725 8.748770 0.067 -0.467 0.111 0.307
H 17.504705 19.348015 16.330660 0.317 -0.226 0.273 -0.596
H 18.353795 19.197585 14.153410 -0.308 -0.106 0.191 -0.521
H 14.416155 16.998025 12.929500 -0.325 -0.246 -0.588 0.431
H 18.548425 20.137445 21.009860 -0.750 0.456 -0.298 0.505
H 21.809805 25.296955 21.068830 -0.556 -0.448 -0.288 0.320
H 20.946375 20.664315 12.190270 0.123 0.045 -0.481 0.557
H 10.408685 19.892535 18.224870 0.158 -0.002 -0.092 0.314
H 21.223045 20.594455 15.023030 -0.239 -0.747 -0.282 0.411
H 17.014735 29.879625 13.632000 -0.155 -0.256 -0.122 0.348
H 17.055925 20.536465 10.736870 -0.099 -0.055 0.240 0.029
H 20.542825 18.631345 10.738510 0.399 0.149 0.453 0.557
H 12.849585 19.729775 17.917980 -0.173 0.058 -0.119 0.445
H 13.580545 20.165635 16.323410 -0.132 0.454 0.171 -0.154
H 16.227215 29.255245 17.055970 0.829 0.508 -0.122 0.571
H 19.234825 22.417665 11.737830 0.021 0.326 -0.278 0.083
H 18.115435 26.093465 12.284350 -0.330 0.022 -0.054 0.403
H 11.365135 18.117565 16.582810 -0.229 -0.168 0.103 0.738
H 13.160115 24.540755 18.064910 0.059 -0.008 0.373 0.502
H 14.634165 14.545005 12.930590 -0.221 -0.509 0.372 0.310
H 15.614845 24.575555 13.896330 0.334 -0.068 -0.111 0.461
H 18.811135 22.339605 14.380320 0.050 0.219 0.086 -0.222
H 17.761375 15.171935 14.488510 0.763 0.246 0.808 0.394
H 21.710335 16.455835 16.318300 0.233 0.139 0.255 0.425
H 15.090255 13.924055 17.323270 -0.003 -0.014 -0.065 0.170
H 23.280015 24.464475 21.373380 0.276 0.060 -0.119 0.550
H 17.669635 28.072295 17.046360 -0.038 0.598 0.187 -0.008
H 18.497015 28.653775 7.966980 0.213 0.057 -0.200 0.394
H 15.598575 17.700905 21.013130 0.020 -0.297 -0.205 0.354
H 13.096305 19.010275 14.351200 -0.136 0.492 -0.724 -0.470
H 21.154035 28.262835 7.331310 -0.053 0.846 0.197 0.348
H 26.102925 21.945145 18.676010 0.216 0.433 0.477 0.431
H 15.854465 19.641715 16.708980 -0.205 0.461 -0.194 -0.417
H 19.553945 22.497095 16.580620 -0.093 0.161 0.251 -0.366
H 17.032285 21.003305 16.560660 -0.187 0.172 0.377 0.309
H 15.499845 12.476395 14.595330 0.193 -0.328 0.400 0.573
H 26.079565 23.731555 18.193530 0.906 0.280 1.272 0.077
H 12.662725 20.938945 11.216620 0.000 -0.273 0.160 0.344
H 19.058085 18.345475 11.511440 -0.080 0.006 0.407 -0.327
H 19.277925 19.854375 17.976260 -0.066 -0.155 -0.072 -0.245
H 21.860865 25.073245 9.535050 -0.356 0.330 0.183 0.032
H 10.224265 21.636345 15.010840 -0.042 -0.128 0.380 0.331
H 20.826975 29.410205 11.890750 0.212 -0.153 -0.187 0.086
H 18.747575 24.731315 15.525500 -0.104 -0.499 -0.761 -0.138
H 17.594165 22.380055 12.321730 -0.196 -0.693 0.596 -0.367
H 21.966905 23.139035 19.704850 0.003 0.034 0.051 0.194
H 24.976225 25.519285 14.480290 0.434 0.268 0.213 0.462
H 22.489705 29.414325 9.331790 -0.367 0.523 -0.621 0.516
H 16.603485 18.883795 21.745720 0.639 0.416 -0.722 0.294
H 25.819975 22.626385 17.129870 0.065 -0.926 -0.697 0.290
H 21.404555 24.204525 17.537180 0.032 0.277 -0.039 -0.462
H 13.988605 15.664215 14.961190 -0.011 -0.374 -0.533 0.316
H 18.635155 19.358485 9.388660 -0.284 -0.090 0.116 0.462
H 23.132165 27.947545 18.782680 0.059 -0.205 -0.600 0.382
H 17.059455 24.449215 16.006450 -0.133 0.045 -0.326 -0.351
H 20.959095 21.630045 17.204710 0.105 0.045 -0.225 -0.133
H 13.002695 17.671975 16.397150 0.353 0.160 -0.271 0.009
H 13.841785 26.277705 14.553590 -0.048 -0.430 0.230 0.453
H 23.329865 23.654185 18.776780 0.919 0.040 0.966 -0.108
H 18.889095 30.965505 11.844740 0.080 -0.253 -0.142 0.146
H 13.819645 21.875025 10.299070 -0.033 -0.111 -0.150 0.386
H 16.670935 15.716875 19.697820 0.101 -0.370 0.324 0.474
H 20.032615 30.465015 7.734920 0.719 -0.449 0.196 0.287
H 18.763845 21.338505 18.783290 -0.779 0.311 -0.652 -0.609
H 22.860835 24.064145 15.979790 -0.194 0.308 0.552 -0.627
H 15.015085 26.133055 15.921500 -0.121 -0.372 -0.013 -0.356
H 22.687115 21.194705 18.187260 0.482 0.030 0.138 -0.310
H 15.692005 26.039625 12.909370 0.049 -0.109 -0.101 0.488
H 25.493375 24.443725 15.793700 0.073 -0.152 -0.167 0.451
H 10.881255 19.861055 13.321260 0.288 0.067 -0.040 0.498
H 19.396405 17.996115 21.081930 -0.277 -0.990 -0.018 0.731
H 24.210515 25.627065 17.746720 0.538 -0.203 -0.587 0.229
H 19.735895 26.473905 7.689400 -0.159 -0.025 -0.048 0.461
H 18.053525 15.935505 18.669180 0.157 0.537 -0.118 0.158
H 16.086895 15.686995 11.335980 -0.853 -0.019 0.037 0.616
H 14.456645 11.870585 18.246670 -0.047 -0.267 0.117 0.419
H 14.972775 28.116495 13.673500 0.302 0.182 -0.272 0.386
H 16.348655 23.689845 20.758790 -0.199 -0.109 -0.287 0.277
H 18.245015 29.650575 10.253290 0.467 0.192 0.249 0.481
H 16.980575 17.243585 21.993930 0.063 -0.256 -0.130 0.475
H 15.002265 15.816275 16.314230 0.796 -0.135 -0.026 0.385
H 18.375005 15.636845 20.344370 -0.298 0.297 0.326 0.435
H 22.831805 25.500825 14.952950 -0.666 -0.031 0.290 0.039
H 11.913065 17.732995 14.225660 -0.203 0.057 -0.331 0.497
H 19.902745 32.204495 11.155790 0.024 0.098 -0.030 0.292
H 19.573725 20.153755 15.645250 0.017 -0.106 -0.389 -0.419
H 9.577335 21.282165 17.530290 0.193 0.003 -0.436 0.316
H 20.580025 19.293255 13.162520 -0.465 -0.019 0.279 0.052
H 15.075095 17.844115 15.026610 -0.150 0.295 -0.226 -0.968
H 23.725535 26.961115 20.975570 -0.408 -0.031 0.106 0.482
H 17.258315 15.901985 12.475590 0.267 0.127 0.506 0.246
H 20.166745 31.130255 14.065580 -0.276 -0.374 -0.320 0.204
H 14.334595 28.401275 15.222370 0.510 0.502 0.500 0.456
H 16.184775 21.718645 18.742070 0.284 0.135 0.374 -0.001
H 23.529245 19.588665 18.221100 0.070 0.211 -0.368 0.499
H 14.291285 23.234725 18.575310 0.089 0.217 -0.010 0.376
H 9.752225 19.735355 16.569420 -0.478 0.140 0.562 0.418
H 17.049925 20.470005 13.990380 0.418 0.592 -0.088 -0.402
H 17.785105 24.440455 12.842230 -0.135 0.100 -0.025 -0.176
H 20.727615 24.995915 18.949270 -0.206 0.664 -0.460 0.302
H 17.388345 14.720865 16.260150 -0.114 0.328 -0.374 0.275
H 22.706725 23.785185 10.226300 -0.267 -0.557 0.492 0.421
H 22.014595 27.066485 8.096880 0.449 0.146 0.766 0.476
H 16.326355 12.690215 16.980760 0.185 0.463 -0.222 0.297
H 10.043145 19.237195 14.677040 -0.119 -0.197 0.071 0.479
H 17.848845 21.765795 9.850210 0.103 0.263 0.210 0.523
H 19.621035 17.990795 19.323030 -0.270 -1.058 -0.058 0.079
H 21.914845 30.642675 11.224350 -0.133 0.053 -0.450 0.594
```
Positions in Å, forces in eV/Å.

Output
E_LUMO (eV): -5.58
Total charge: +1